(1)
DFT (the ωB97M-V functional and the def2-TZVPD basis) results for C25H44Cl3N4O3SiZn as an isolated structure in a non-equilibrium geometry.

- LUMO energy (spin up / spin down) (eV) = 2.14 / 2.14
- energy above the lowest of the compared OMol25 structures with the same formula, charge and spin (eV) = 4.768
- total charge = -1

Structure (XYZ):
```
81
C25H44Cl3N4O3SiZn | OMol25 | the ωB97M-V functional and the def2-TZVPD basis
C -1.75596 -1.92981 -4.03523
C -0.91405 -2.59125 -2.95544
H -2.56867 -2.59524 -4.37468
H -1.14886 -1.62466 -4.90583
H -2.25214 -1.03655 -3.63872
C -0.50783 -3.92834 -3.09181
C -0.46994 -4.65796 -4.38279
H -0.31076 -4.49153 -2.18515
H 0.07361 -4.06753 -5.14390
H -1.45489 -4.92027 -4.81936
H 0.07044 -5.60359 -4.21684
Zn -1.16449 2.09675 0.89861
Cl -3.31856 2.45826 1.49599
Cl 0.97317 3.05986 0.68327
H 0.92481 5.01017 4.42438
H -1.78994 6.30609 2.53341
C 0.79343 4.90617 3.34054
C -1.27886 5.45781 2.04668
N -0.59335 4.63419 3.03383
H 1.40460 4.05812 3.00539
C -1.15944 3.59774 3.69207
O -0.52363 2.85751 4.44070
H -2.03996 4.85524 1.52525
H -2.24456 3.47040 3.50533
H 1.10348 5.81329 2.81518
H -0.53441 5.84552 1.33678
H 2.13881 -0.68210 -2.74823
H 2.31546 -3.18838 -2.54460
C 2.77613 -0.54044 -1.87150
C 3.11730 -2.97408 -1.82807
N 2.76880 -1.76296 -1.08350
H 2.39090 0.26634 -1.24492
C 3.11464 -1.64975 0.24702
O 3.09023 -0.58481 0.87377
H 3.20466 -3.81894 -1.13455
H 3.44275 -2.61075 0.68702
H 3.79895 -0.29261 -2.20901
H 4.05578 -2.85566 -2.39544
O -0.04552 -1.65873 -2.20770
C -1.20888 -2.06595 -1.50658
C 0.20236 -3.28382 0.22047
C -1.04979 -2.86989 -0.27497
H 1.10134 -2.99580 -0.32231
C 0.29612 -4.03116 1.39839
H -1.94100 -1.24930 -1.48765
C -2.19771 -3.19309 0.48949
H 1.26841 -4.37165 1.74921
C -0.84673 -4.36356 2.13280
C -2.09206 -3.92563 1.67050
H -3.17453 -2.87392 0.12332
H -0.78758 -4.94566 3.06016
H -2.99406 -4.16392 2.23637
Si -0.36887 2.61596 -2.52985
Cl -1.06065 0.95930 -0.96147
C 1.48196 2.70264 -2.58499
C -1.12696 4.13993 -1.67694
C -1.20533 2.58037 -4.22851
H 1.94894 2.24140 -1.70792
H 1.77220 3.76648 -2.58573
H 1.86233 2.25372 -3.51581
H -0.58190 2.09187 -4.99006
H -1.37500 3.61194 -4.58971
H -2.17932 2.07219 -4.17726
H -0.55804 4.75258 -0.96322
H -2.07272 3.85747 -1.18319
H -1.38786 4.75230 -2.55496
C 2.60453 -0.16391 4.02598
C 1.21321 -0.10679 3.53905
C -0.01311 -0.59746 4.00950
C -0.98776 -0.21061 3.06339
N -0.39601 0.54603 2.11128
N 0.93443 0.53670 2.39204
C -2.43595 -0.49005 3.17074
H 2.93828 0.81717 4.41437
H 2.71298 -0.89676 4.83642
H 3.26233 -0.44790 3.19100
H -0.22751 -1.09059 4.94967
H 1.59001 1.07272 1.82136
H -2.70687 -0.32382 4.22254
H -3.01618 0.19456 2.53816
H -2.67922 -1.53162 2.90693
```

***

(2)
DFT (the ωB97M-V functional and the def2-TZVPD basis) results for a 3-piece molecular cluster, C2H11N5O overall in a non-equilibrium geometry.

- LUMO energy (eV) = 0.31
- energy above the lowest of the compared OMol25 structures with the same formula, charge and spin (eV) = 2.273
- total charge = 0

Structure (XYZ):
```
19
C2H11N5O | OMol25 | the ωB97M-V functional and the def2-TZVPD basis
C -0.73820 -1.13644 0.96858
C 0.12623 1.80253 1.51500
N 0.31501 -1.93220 0.90109
O -0.99475 1.07620 1.04490
H 0.76575 -2.00936 -0.04534
H 0.90442 -2.00147 1.71944
H -1.34637 -1.06110 0.07703
H -1.18001 -0.98267 1.94877
H 1.03437 1.52624 0.96830
H 0.25981 1.60020 2.58231
H -0.03544 2.87905 1.39048
N -1.19744 1.07775 -1.56210
N 1.32418 -1.20253 -1.65764
N -0.32219 0.23629 -2.04028
N 0.63547 -0.03473 -1.22841
H -1.14428 1.26750 -0.05227
H 1.09749 -1.39375 -2.63644
H -1.82710 1.32671 -2.31719
H 2.32306 -1.03823 -1.57623
```

***

(3)
DFT (the ωB97M-V functional and the def2-TZVPD basis) results for a 12-piece molecular cluster, H24O12 overall in a non-equilibrium geometry.

- LUMO energy (eV) = -0.28
- energy above the lowest of the compared OMol25 structures with the same formula, charge and spin (eV) = 3.963
- SMILES = O.O.O.O.O.O.O.O.O.O.O.O
- total charge = 0

Structure (XYZ):
```
36
H24O12 | OMol25 | the ωB97M-V functional and the def2-TZVPD basis
O -0.70926 -0.45397 0.23630
H -0.31012 0.34328 -0.12985
H -0.73824 -0.28719 1.18516
O 1.71911 2.56759 0.96201
H 2.23198 2.77624 0.17307
H 2.15704 3.06204 1.66395
O -0.20346 3.79220 2.80112
H 0.28654 4.01090 3.60178
H 0.44392 3.34435 2.24495
O 2.33803 -1.06162 -2.60552
H 3.12907 -0.68443 -2.20430
H 2.09864 -0.42872 -3.29189
O -0.26082 -4.64237 -0.27522
H 0.60654 -4.31510 -0.01147
H -0.84939 -3.89396 -0.12531
O 1.10803 1.22298 -2.45096
H 1.20097 2.13832 -2.16373
H 0.15980 1.11453 -2.58545
O 2.41902 -0.06347 1.48145
H 1.56068 -0.40459 1.75693
H 2.42385 0.84560 1.80169
O -2.01770 -2.75990 -2.33704
H -2.22471 -1.82514 -2.44828
H -2.85022 -3.20829 -2.52370
O 0.21691 -2.53508 -2.23740
H 0.11260 -3.40167 -1.82858
H -0.43650 -1.98494 -1.79087
O 0.69107 -1.99311 3.73442
H 1.61885 -2.22213 3.85998
H 0.64211 -1.70866 2.81482
O -2.94871 2.87352 2.19810
H -3.06162 3.19691 1.29717
H -3.39551 3.53238 2.74148
O -2.25397 1.38601 -1.90469
H -2.15409 0.83380 -1.12106
H -2.75042 0.83368 -2.51907
```

***

(4)
DFT (the ωB97M-V functional and the def2-TZVPD basis) results for one molecule with the formula C9H9N3OS in a non-equilibrium geometry.

- LUMO energy (eV) = 0.50
- energy above the lowest of the compared OMol25 structures with the same formula, charge and spin (eV) = 0.334
- SMILES = Nc1nnc(COc2ccccc2)s1
- total charge = 0

Structure (XYZ):
```
23
C9H9N3OS | OMol25 | the ωB97M-V functional and the def2-TZVPD basis
N -1.53218 -2.40492 4.72430
C -1.27925 -2.22987 3.38705
N -1.94913 -2.92895 2.49745
N -1.63110 -2.57392 1.22479
C -0.82385 -1.58055 1.16460
C -0.29194 -1.13118 -0.16857
O -0.07904 0.25641 -0.08648
C 0.43459 1.01719 -1.05946
C 0.80871 0.44146 -2.27851
C 1.35578 1.23893 -3.29503
C 1.56751 2.59454 -3.08808
C 1.11272 3.17570 -1.87949
C 0.59477 2.38034 -0.82156
S -0.31015 -0.97909 2.70574
H -2.37905 -2.95188 4.91080
H -1.37181 -1.67733 5.36083
H -1.04631 -1.39903 -0.89706
H 0.64665 -1.66102 -0.36343
H 0.76315 -0.64968 -2.40746
H 1.67286 0.76663 -4.22621
H 1.98045 3.26359 -3.89104
H 1.25802 4.22833 -1.69679
H 0.49860 2.80432 0.18360
```

***

(5)
DFT (the ωB97M-V functional and the def2-TZVPD basis) results for C17H15AsBF4FeN2O6S4 as an isolated structure.

- LUMO energy (spin up / spin down) (eV) = 4.21 / 4.44
- 2S+1 = 2
- energy above the lowest of the compared OMol25 structures with the same formula, charge and spin (eV) = 0.000
- total charge = -2
- expectation value of S² = 0.852

Structure (XYZ):
```
51
C17H15AsBF4FeN2O6S4 | OMol25 | the ωB97M-V functional and the def2-TZVPD basis
Fe 0.14868 -0.29278 0.06182
O 0.19101 0.87381 4.20153
S 0.77959 0.85848 2.88354
O 0.82678 2.13632 2.20533
O 0.15987 -0.21104 2.05392
C 2.48663 0.34680 3.13768
C 2.79286 -0.08396 4.42164
C 4.07911 -0.48067 4.75480
C 5.07444 -0.44682 3.79434
C 4.77462 -0.02647 2.50751
C 3.48968 0.37209 2.16234
S 3.27872 0.87121 0.44175
O 4.45232 0.37548 -0.23659
O 3.13349 2.30655 0.42486
O 2.07479 0.12525 0.01438
H 1.99730 -0.09880 5.15194
H 4.29458 -0.81957 5.76089
H 6.08317 -0.76033 4.03545
H 5.52968 -0.01971 1.73482
S 0.24317 -0.52982 -2.17591
C -1.38266 -1.02544 -2.55311
C -1.74480 -1.23015 -3.88462
C -3.02665 -1.62264 -4.24623
C -3.35098 -1.80458 -5.62993
N -3.61278 -1.94924 -6.74150
C -3.99023 -1.82214 -3.24356
C -3.63496 -1.62177 -1.91598
C -2.35006 -1.22440 -1.54925
S -1.98460 -0.98828 0.13657
C -5.32939 -2.21197 -3.57047
N -6.41087 -2.51104 -3.82745
H -1.00171 -1.07765 -4.65719
H -4.37510 -1.77865 -1.14162
C 0.42328 3.23122 -0.75894
As -0.82503 1.81823 -0.33069
C -2.07499 2.04033 -1.80136
C -1.91584 2.54113 1.10197
H -0.10284 4.18733 -0.73680
H 0.81126 3.04217 -1.75959
H 1.24015 3.20931 -0.04366
H -2.36282 3.09263 -1.81171
H -2.95636 1.41981 -1.65510
H -1.59203 1.77709 -2.73923
H -2.62058 3.25723 0.67822
H -1.26491 3.01362 1.83155
H -2.45699 1.72243 1.57215
F 1.51070 -4.45168 0.43828
B 0.38399 -3.63056 0.39495
F -0.38999 -3.90575 -0.73455
F -0.36508 -3.74107 1.56084
F 0.86239 -2.25156 0.28193
```

***

(6)
DFT (the ωB97M-V functional and the def2-TZVPD basis) results for one molecule with the formula C5H6O2.

- LUMO energy (eV) = 0.60
- energy above the lowest of the compared OMol25 structures with the same formula, charge and spin (eV) = 0.096
- SMILES = C[C@@H]1C=CC(=O)O1
- total charge = 0

Structure (XYZ):
```
13
C5H6O2 | OMol25 | the ωB97M-V functional and the def2-TZVPD basis
C -1.72337 -0.22233 -0.32966
C -0.49542 0.04643 0.54968
C 0.45732 1.05722 -0.01052
C 1.64073 0.49804 -0.23193
C 1.57964 -0.92710 0.16956
O 2.44279 -1.76054 0.09312
O 0.31434 -1.15551 0.65675
H -2.02295 -1.25501 -0.15648
H -2.57509 0.42421 -0.08561
H -1.49350 -0.09629 -1.39178
H -0.82878 0.36741 1.55032
H 0.14646 2.07712 -0.19955
H 2.53918 0.93231 -0.64676
```

***

| no. | E_tot (eV) |
| --- | --- |
| 1 | -132608.20448 |
| 2 | -11745.82921 |
| 3 | -24957.73177 |
| 4 | -26830.92608 |
| 5 | -183261.85386 |
| 6 | -9376.99919 |